Molecular formula: C27H22F3N8OTa
Method: DFT, wB97M-V/def2-TZVPD

Total charge ... +4
Gap between HOMO and LUMO ... 4.38 eV

```
62
Properties=species:S:1:pos:R:3:forces:R:3:nbo_charge:R:1
F -5.9364 3.0007 -2.2470 0.0 0.0 0.0 -0.275
H 8.9093 -2.2214 -0.1219 0.0 0.0 0.0 0.243
C 2.2079 -3.5787 -0.3759 0.0 0.2 0.0 0.053
H -0.4391 -1.3566 5.0507 0.0 0.0 0.0 0.470
N 1.8078 4.7525 0.7240 -0.1 0.0 0.0 -0.240
C -0.2960 -2.9238 -1.0143 -0.1 0.4 -0.2 0.040
Ta -0.1425 0.0449 0.3071 -0.1 0.1 1.9 2.587
H -1.9417 -2.1139 0.4612 -0.1 0.0 0.0 0.268
C 2.5169 3.6663 0.4728 0.0 -0.1 0.0 0.073
C -1.6661 -1.3307 1.1592 0.3 0.1 0.0 -0.833
C -2.1940 1.4781 -1.3657 0.1 0.0 -0.1 0.059
C 2.6619 -1.1220 -0.0283 0.1 0.0 0.0 0.173
F -6.2482 3.5421 -0.1676 0.0 0.0 0.0 -0.278
H -0.4403 -4.9803 -1.6108 0.0 0.0 0.0 0.276
C 8.3456 -1.2958 -0.1171 0.2 -0.1 0.0 0.054
C -0.0641 3.3227 0.9943 -0.1 -0.1 0.1 0.038
C 7.0329 1.0912 -0.1038 -0.1 -0.1 0.0 -0.157
H -0.0589 5.4568 1.2587 0.0 0.0 0.0 0.265
H -0.5612 -2.8063 2.3556 0.0 0.0 0.0 0.286
C 1.9654 2.3881 0.5248 0.0 -0.1 0.1 0.118
O 0.1962 -0.0130 2.2449 -0.1 0.0 0.1 -0.716
C -5.3770 3.5173 -1.1642 0.0 0.0 0.0 0.965
N 0.4873 -1.9232 -0.5336 0.0 -0.4 -0.3 -0.572
N 9.0584 -0.1727 -0.1781 -0.2 0.0 0.0 -0.261
H -1.5160 1.0783 -2.1205 0.0 0.0 0.0 0.232
C -4.1514 2.6818 -0.7704 0.0 0.0 0.0 0.060
C -3.3079 2.1871 -1.7567 0.0 0.0 0.0 -0.179
C 4.1092 1.1441 0.2989 0.0 0.1 0.0 -0.243
C 1.7891 -2.2492 -0.3041 -0.3 -0.2 0.0 0.169
H -2.0005 -2.2057 3.1535 0.0 0.0 0.0 0.302
C -1.1859 -1.9146 2.4868 0.0 0.0 0.1 -0.519
C 6.9647 -1.3140 -0.0454 -0.1 0.1 0.0 -0.158
C 0.1873 -4.2071 -1.1826 0.1 -0.1 0.0 0.044
H -1.1197 3.2496 1.1917 0.0 0.0 0.0 0.225
C 4.0183 -1.1975 -0.1238 0.0 -0.1 0.1 -0.198
C 4.8308 -0.0467 0.0534 0.0 0.0 0.0 0.282
H 6.4683 -2.2708 0.0253 0.0 0.0 0.0 0.219
H 9.0247 1.8810 -0.2398 0.0 0.0 0.0 0.244
H -3.5146 2.3434 -2.8083 0.0 0.0 0.0 0.303
C -2.7252 1.7308 0.8909 -0.1 -0.2 0.0 0.042
H 4.4712 -2.1414 -0.3846 0.0 0.0 0.0 0.263
H -4.5063 2.8088 1.3561 0.0 0.0 0.0 0.302
N 0.6406 2.2034 0.7480 0.1 0.3 -0.5 -0.521
C 2.7440 1.1657 0.3242 -0.1 0.1 0.1 0.287
H 6.5877 2.0748 -0.1374 0.0 0.0 0.0 0.220
N 1.9700 0.0391 0.1943 0.4 0.1 -0.6 -0.677
N 1.4170 -4.5436 -0.8024 -0.1 0.0 0.0 -0.223
H -2.5694 -0.7464 1.3214 0.0 0.1 0.1 0.258
C -3.8537 2.4440 0.5723 0.0 0.0 0.0 -0.186
C 6.2683 -0.0895 -0.0318 0.1 0.0 0.0 -0.162
C -0.3298 -0.8659 3.1061 0.1 0.1 -0.2 0.730
H 3.2102 -3.8573 -0.0736 0.0 0.0 0.0 0.250
H 3.5547 3.8133 0.2026 0.0 0.0 0.0 0.244
N -1.8867 1.2482 -0.0637 -0.1 -0.1 -0.7 -0.644
H -2.4703 1.5263 1.9237 0.0 0.0 0.0 0.237
H -1.3100 -2.6962 -1.3127 0.0 0.1 0.1 0.244
C 0.5275 4.5778 1.0174 0.1 0.1 0.0 0.052
H 4.6444 2.0609 0.4889 0.0 0.0 -0.1 0.262
F -4.9522 4.7520 -1.4219 0.0 0.0 0.0 -0.278
H 0.5690 0.0071 4.6896 0.0 0.0 0.0 0.462
C 8.4099 0.9906 -0.1780 0.2 0.1 0.0 0.055
N -0.0513 -0.7247 4.3546 -0.1 -0.1 0.0 -0.633
```
Positions in Å, forces in eV/Å.

---

Molecular formula: C27H22N2PW
Method: DFT, wB97M-V/def2-TZVPD

Total charge ... +3
Gap between HOMO and LUMO ... 6.27 eV

```
53
Properties=species:S:1:pos:R:3:forces:R:3:nbo_charge:R:1
C -5.6390 -0.5435 0.1596 0.0 0.0 0.1 -0.175
C -0.8927 -3.6295 1.0768 0.0 0.2 0.0 -0.172
H 0.0336 -5.5217 1.4864 0.0 0.0 0.0 0.266
H -1.9907 1.5290 -1.0588 -0.1 -0.1 -0.2 0.287
C 5.0961 2.7845 -0.0389 0.0 0.1 0.1 -0.169
H 3.0028 -0.7651 0.0015 0.0 0.0 -0.1 0.438
C 4.2518 3.6464 0.6124 0.0 -0.1 -0.1 -0.112
C -4.3131 -0.5223 -0.2245 0.2 0.0 -0.2 -0.197
W 0.5166 -0.0049 -0.6742 0.0 0.8 -1.3 1.159
H 3.1046 -0.4253 -1.5862 0.0 0.1 0.1 0.433
C -1.3489 0.8763 -1.6398 0.1 0.0 0.3 -0.295
C -0.6071 -1.4034 -2.2833 -0.8 -0.1 0.3 -0.144
H -0.0760 4.3292 2.1240 0.0 0.0 0.0 0.277
H 2.2483 -4.8498 0.6970 0.0 0.0 0.0 0.264
H 4.6140 4.5934 0.9877 0.0 0.0 0.0 0.262
C -3.3210 -0.8375 0.7150 0.2 0.4 0.5 -0.354
C -5.0005 -1.1636 2.4081 -0.1 0.0 -0.1 -0.188
C 3.3137 1.1999 -0.3363 0.0 0.5 0.2 0.045
H 2.2864 5.0851 1.8731 0.0 0.0 0.0 0.266
H -6.4119 -0.3232 -0.5628 0.0 0.0 0.0 0.256
H 2.6739 -2.6496 -0.1793 0.0 0.0 0.0 0.199
C -0.6377 -2.3636 0.5932 0.1 0.4 0.1 -0.356
C -3.6700 -1.1350 2.0408 0.2 0.0 0.1 -0.181
C 4.6331 1.5406 -0.5068 -0.3 -0.1 0.0 -0.127
H 1.2238 1.0133 -3.8452 0.0 0.0 0.0 0.283
H -0.3921 2.4965 -2.6998 0.0 0.0 -0.1 0.290
C 0.2605 2.5031 1.0710 -0.2 0.1 0.1 0.146
C 2.4188 2.0711 0.3035 0.4 0.1 -0.1 0.236
C 0.6355 -1.8990 0.1492 0.2 -1.1 0.4 -0.381
C 0.6530 3.7212 1.6094 0.0 -0.1 -0.1 -0.262
C 1.4408 -4.1314 0.6661 0.0 0.0 0.0 -0.181
C 0.3639 -0.8196 -3.0622 0.7 -0.2 0.1 -0.208
C -1.4266 -0.5628 -1.4709 0.0 -0.5 -0.5 -0.411
N 1.0944 1.6780 0.4149 0.2 0.2 0.2 -0.560
H -7.0230 -0.8878 1.7591 0.0 0.0 0.0 0.258
P -1.6001 -0.9016 0.2653 -0.9 -0.6 -0.3 1.296
H -2.9099 -1.3538 2.7812 0.0 0.0 0.0 0.230
C 0.1808 -4.5161 1.1155 0.0 -0.1 0.0 -0.089
C 1.6725 -2.8558 0.1763 -0.1 0.2 0.0 -0.096
C 0.4568 0.5958 -3.2041 0.6 0.1 0.1 -0.144
H -4.0616 -0.3029 -1.2537 0.0 0.0 0.0 0.224
H -5.2783 -1.4114 3.4218 0.0 0.0 0.0 0.258
C -0.4477 1.4203 -2.5832 -0.4 0.4 0.5 -0.149
N 2.7207 -0.0792 -0.7043 0.3 -0.2 -0.1 -0.813
H 1.0648 -1.4511 -3.5934 0.0 0.0 0.0 0.290
H 5.3248 0.8600 -0.9877 0.0 0.0 0.0 0.254
H -0.6061 -2.4769 -2.1401 -0.2 0.0 -0.1 0.290
H 6.1349 3.0440 -0.1861 0.0 0.0 0.0 0.270
H -1.8772 -3.9328 1.4058 0.0 0.0 0.0 0.265
C -5.9821 -0.8650 1.4691 0.0 0.0 0.0 -0.108
C 1.9644 4.1334 1.4701 -0.2 -0.1 0.0 0.018
H -0.7609 2.1547 1.1629 0.0 0.1 0.0 0.226
C 2.8892 3.3091 0.8049 0.0 -0.3 -0.2 -0.115
```
Positions in Å, forces in eV/Å.

---

Molecular formula: C27H22N5O6P
Method: DFT, wB97M-V/def2-TZVPD

Gap between HOMO and LUMO ... 6.43 eV

```
61
Properties=species:S:1:pos:R:3:forces:R:3:nbo_charge:R:1
O -1.9193 -1.4448 -2.6993 2.1 -0.3 0.4 -0.493
C 2.3387 0.9091 0.1467 -0.2 0.0 0.1 -0.176
C -3.4390 2.5769 0.5776 0.0 -0.1 -0.2 -0.235
C 0.3231 -2.9471 2.2664 0.2 0.0 -0.5 -0.236
H -1.9758 2.5087 -1.0208 -0.2 -0.2 0.5 0.225
O 2.3871 2.8313 -3.8224 0.1 0.4 0.6 -0.157
N 1.2414 -2.5555 -5.0420 -0.2 2.1 3.1 -0.107
C 4.0535 2.8477 2.9363 0.1 -0.1 0.1 -0.637
C -1.3365 -3.7400 0.6995 0.3 0.2 0.0 -0.238
C 0.3448 0.1576 -2.4355 -4.1 1.2 1.4 -0.353
N 2.9266 1.7711 -4.5129 -1.9 -2.1 2.3 -0.058
C -4.0306 1.9392 1.6836 0.6 -0.2 0.3 0.023
C 2.2412 -0.5834 -4.5425 1.8 -1.0 -2.0 -0.060
C 0.5657 -1.8203 1.4633 -0.5 0.0 0.2 -0.160
C 3.3080 1.5366 0.9306 -0.2 -0.1 0.0 -0.214
H 4.7313 3.4981 2.3700 -0.2 -0.1 0.0 0.231
H -3.7251 3.6158 0.3622 0.0 -0.6 -0.2 0.224
C 0.9662 1.0562 0.4637 0.2 0.3 0.9 -0.419
C 1.3131 -1.5261 -4.1027 -1.4 -2.0 -1.4 0.135
C -5.0687 2.6405 2.5324 0.1 0.3 0.2 -0.640
N 1.4461 2.4238 -2.8494 0.7 -3.6 -0.7 0.409
H 1.3028 2.8140 3.3894 0.2 0.0 -0.6 0.219
H -0.6400 -6.1258 2.1366 0.0 0.3 0.0 0.233
H -1.7931 -5.1866 3.0900 0.1 -0.1 0.0 0.225
C 0.6122 1.8098 1.6068 0.3 -0.3 0.0 -0.111
H -2.1267 -4.4532 0.4164 0.6 0.3 0.1 0.226
O 2.1555 -2.2525 -5.9779 1.0 0.7 -0.9 -0.152
H 0.8147 -3.0290 3.2459 0.0 -0.1 -0.6 0.218
H -0.4461 1.8984 1.8880 0.6 0.0 -0.1 0.219
H 1.2622 -1.0478 1.8127 -0.3 -0.4 -0.1 0.225
H -0.0765 -5.2056 3.5392 -0.1 0.0 -0.1 0.217
C -0.7706 -5.1889 2.6941 -0.2 0.0 0.2 -0.638
H -4.6113 3.5626 2.9121 -0.2 -0.1 0.0 0.226
C -3.4941 0.7051 2.0953 0.0 -0.1 -0.5 -0.220
H -5.3690 2.0436 3.4007 0.2 0.0 -0.2 0.221
C -2.4275 1.9684 -0.1773 0.4 -0.3 0.5 -0.112
C 2.9602 2.2694 2.0754 -0.4 -0.2 0.0 0.016
H 3.6668 3.4162 3.7867 0.0 -0.1 -0.2 0.221
H -3.7843 0.2548 3.0580 -0.1 0.2 -0.7 0.223
C 1.6040 2.3539 2.4364 -0.1 0.0 -0.4 -0.228
C -0.5704 -3.9537 1.8539 0.1 0.4 0.1 0.028
C -1.9149 0.7022 0.2178 -0.6 0.6 0.0 -0.400
C -0.1911 -1.6040 0.2909 -0.5 -0.8 0.9 -0.447
O 3.6054 -0.5903 -6.5582 -0.8 -0.2 1.0 -0.370
H 4.3717 1.4114 0.6902 -0.5 0.1 0.0 0.223
N 2.7828 -0.9954 -5.7476 -0.9 -0.3 1.5 0.417
H -5.9951 2.9387 2.0199 0.4 -0.2 -0.2 0.233
C -1.1551 -2.5869 -0.0624 0.0 0.3 0.5 -0.088
H 2.6747 0.2565 -0.6713 -0.3 0.4 0.3 0.229
C 2.3399 0.6735 -3.9218 0.4 3.3 -1.6 0.105
H -2.1132 -0.9093 1.6781 -0.3 0.7 -0.2 0.241
C -2.5070 0.0624 1.3356 0.6 0.1 0.1 -0.165
C 1.3928 1.0186 -2.9071 1.3 3.3 -0.5 0.044
O -0.6242 -3.2249 -2.8786 -0.3 1.6 -0.3 -0.399
H -0.6756 0.7290 -2.1846 1.8 -0.7 -3.5 0.256
P -0.2977 0.0721 -0.3870 1.8 -1.2 1.4 1.346
O 0.9230 3.2397 -2.1340 -0.3 0.3 0.0 -0.385
H 4.6623 2.0224 3.3236 0.0 0.2 0.0 0.227
H -1.8440 -2.4179 -0.8826 0.1 0.0 0.1 0.246
C 0.3754 -1.1585 -3.0464 -1.1 -1.3 -0.3 -0.109
N -0.7708 -1.9878 -2.8615 -0.3 -0.3 -0.8 0.474
```
Positions in Å, forces in eV/Å.

---

Molecular formula: C27H22N6O2PRuSSe2
Method: DFT, wB97M-V/def2-TZVPD

Gap between HOMO and LUMO (alpha / beta) ... 6.88 / 6.60 eV
<S²> ... 0.7568
Multiplicity ... 2

```
62
Properties=species:S:1:pos:R:3:forces:R:3:lowdin_spin:R:1
H 1.6535 -2.2631 5.2965 0.0 0.0 0.0 0.000
H 2.6039 3.3583 -5.7204 0.0 0.0 0.0 0.000
C 4.1441 -1.1293 2.6147 0.0 0.0 0.0 0.011
C -3.1251 -0.0813 0.7929 0.0 -0.1 0.0 0.001
C 1.5393 2.4504 -2.6386 0.0 0.0 0.1 0.001
H -4.3645 3.9457 -4.5135 0.0 0.0 0.0 0.000
C -2.1167 -2.0311 1.3540 0.0 0.0 0.0 0.002
C -2.2774 1.5940 -3.2588 0.0 0.0 0.0 0.000
H -6.3040 -1.7263 2.0443 0.0 0.0 0.0 0.000
N 0.2456 -2.2807 1.0152 0.0 0.0 0.0 -0.003
C 1.8909 -1.2010 3.4782 0.0 0.0 0.0 0.013
C 0.4077 -0.8758 3.5327 0.0 0.0 0.0 0.004
H -3.9403 1.6804 0.3237 0.0 0.0 0.0 0.000
H 5.6530 -2.1129 3.7623 0.0 0.0 0.0 0.000
C 1.4999 2.7040 -4.0069 0.0 0.0 0.0 0.000
C -0.9610 -4.2192 1.7092 0.0 0.0 0.0 0.000
N -3.2413 -2.5950 1.7289 0.0 0.0 0.0 0.002
H -2.6690 5.4303 -3.4936 0.0 0.0 0.0 0.000
H 2.2361 -2.4995 0.5708 0.0 0.0 0.0 0.001
H 4.7700 3.2460 -2.0275 0.0 0.0 0.0 0.000
C -1.3226 2.4275 -2.6930 0.0 0.0 0.0 0.000
H 4.0524 -2.8717 5.5121 0.0 0.0 0.0 0.001
N -1.9688 -0.7884 0.8799 0.0 0.0 0.0 -0.001
C -4.3221 -1.7985 1.6205 0.0 0.0 0.0 0.002
H 0.1766 -6.0287 1.8836 0.0 0.0 0.0 0.000
O -0.0321 0.0630 2.7388 0.0 -0.1 0.0 0.040
C -1.4661 3.8129 -2.7764 0.0 0.0 0.0 0.000
C -3.3709 2.1436 -3.9169 0.0 0.0 0.0 0.000
O -0.3036 -1.4540 4.3347 0.0 0.0 0.0 -0.002
H 4.6979 3.7107 -4.4550 0.0 0.0 0.0 0.000
H -2.1660 0.5202 -3.1756 0.0 0.0 0.0 0.001
C 3.8120 3.3534 -3.9459 0.0 0.0 0.0 0.000
C 1.3610 -4.3740 1.1941 0.0 0.0 0.0 0.000
Se 0.1407 -0.4102 -1.7625 0.0 0.0 0.0 0.021
H 0.5832 2.5543 -4.5638 0.0 0.0 0.0 0.000
H -1.9090 -4.6330 2.0159 0.0 0.0 0.0 0.000
C 2.6372 3.1572 -4.6576 0.0 0.0 0.0 0.000
C 2.7916 -0.7911 2.4818 0.0 0.0 0.0 0.011
C 3.7080 -2.2897 4.6672 0.0 0.0 0.0 0.012
C 3.8536 3.0942 -2.5825 0.0 0.0 0.0 0.000
H -5.4988 -3.2079 2.4765 0.0 0.0 0.0 0.000
Ru 0.1722 -0.2024 0.7570 0.0 0.0 0.1 0.791
H -2.1964 1.6354 0.2046 0.0 0.0 0.0 0.000
S 2.3885 0.1397 1.0336 0.0 0.0 0.0 0.104
N -3.0852 1.1535 0.2998 0.0 0.0 0.0 0.002
C 1.3496 -3.0237 0.8991 0.0 0.0 0.0 -0.001
C 0.1925 -4.9782 1.6264 0.0 0.0 0.0 -0.001
C -2.5583 4.3558 -3.4298 0.0 0.0 0.0 0.000
H 2.7489 2.4404 -0.8611 0.0 0.0 0.0 0.000
P 0.0990 1.7645 -1.7869 0.0 0.0 0.0 0.001
N -5.4995 -2.3245 2.0010 0.0 0.0 0.0 0.002
H -4.1135 1.4929 -4.3599 0.0 0.0 0.0 0.000
Se 0.0425 2.3305 0.3126 0.0 0.0 0.0 -0.011
N -4.3189 -0.5595 1.1506 0.0 0.0 0.0 -0.001
C 2.3735 -1.9537 4.5512 0.0 0.0 0.0 -0.001
C -0.8964 -2.8765 1.3837 0.0 0.0 0.0 -0.001
H -0.7243 4.4631 -2.3265 0.0 0.0 0.0 0.000
C 2.7204 2.6421 -1.9253 0.0 0.0 0.0 0.001
C 4.6013 -1.8650 3.6900 0.0 0.0 0.0 -0.001
H 2.2831 -4.9293 1.0988 0.0 0.0 0.0 0.000
C -3.5111 3.5195 -4.0022 0.0 0.0 0.0 0.000
H 4.8336 -0.8079 1.8432 0.0 0.0 0.0 0.001
```
Positions in Å, forces in eV/Å.

---

Let's list E in order: -1910.5480 -1559.0241 -2108.1507 -7158.6411 Eh.
Let's list molar mass in order: 712.47 589.30 543.48 784.54 u.
Let's list energy relative to the best compared isomer or geometry (same formula, charge and spin) in order: 6.1 4.1 58.5 0.0 kcal/mol.